No. 1
{
  "formula": "C3H3NO",
  "method": "ωB97M-V with the def2-TZVPD basis set",
  "species": ["C", "C", "O", "C", "N", "H", "H", "H"],
  "xyz": [[0.952, 0.179, 0.221], [-0.275, -0.151, -0.582], [-0.290, -0.358, -1.769], [-1.561, -0.209, 0.168], [-2.581, -0.281, 0.711], [1.835, -0.033, -0.386], [0.939, 1.244, 0.483], [0.981, -0.392, 1.154]],
  "orbital_gap_ev": 10.96,
  "energy_ev": -6696.26477,
  "homo_energy_ev": -11.3,
  "fmax_ev_per_a": 1.3,
  "de_lowest_kcal_mol": 5.2,
  "smiles": "CC(=O)C#N"
}

=====

No. 2
{
  "formula": "C27H26N8O7S2Ti",
  "method": "ωB97M-V with the def2-TZVPD basis set",
  "species": ["Ti", "O", "S", "O", "N", "C", "C", "C", "C", "C", "C", "C", "C", "N", "C", "C", "C", "C", "C", "C", "C", "H", "H", "H", "H", "H", "H", "H", "H", "H", "H", "H", "N", "C", "O", "C", "C", "N", "C", "N", "H", "H", "C", "C", "S", "O", "O", "C", "C", "N", "C", "N", "C", "C", "N", "O", "O", "C", "H", "H", "H", "H", "H", "H", "H", "H", "H", "H", "H", "H", "H"],
  "xyz": [[0.087, -0.515, -1.072], [0.234, 1.836, 1.313], [0.552, 0.563, 1.912], [1.935, 0.235, 2.090], [-0.149, -0.574, 0.888], [-0.107, -1.931, 1.317], [0.443, -2.467, 2.457], [0.304, -3.848, 2.724], [-0.365, -4.687, 1.880], [-0.896, -4.177, 0.672], [-1.605, -4.930, -0.286], [-2.067, -4.326, -1.432], [-1.766, -2.982, -1.666], [-1.097, -2.255, -0.786], [-0.719, -2.812, 0.397], [-0.321, 0.389, 3.422], [0.412, 0.362, 4.599], [-0.271, 0.296, 5.805], [-1.658, 0.248, 5.815], [-2.378, 0.272, 4.625], [-1.710, 0.349, 3.416], [0.977, -1.859, 3.170], [0.732, -4.235, 3.639], [-0.486, -5.736, 2.115], [-1.786, -5.983, -0.110], [-2.627, -4.879, -2.171], [-2.051, -2.492, -2.587], [1.493, 0.396, 4.571], [0.282, 0.281, 6.734], [-2.185, 0.191, 6.758], [-3.458, 0.232, 4.644], [-2.258, 0.368, 2.483], [3.727, -2.283, -0.193], [2.722, -2.048, -1.016], [1.884, -1.105, -0.698], [2.512, -2.773, -2.218], [1.409, -2.228, -2.836], [0.498, -1.515, -2.986], [3.304, -3.870, -2.632], [3.934, -4.777, -2.950], [3.793, -1.752, 0.662], [4.430, -2.973, -0.410], [3.096, 4.450, -0.998], [2.530, 3.057, -0.758], [1.077, 2.747, -1.713], [0.693, 1.331, -1.365], [1.260, 2.976, -3.109], [-0.207, 3.800, -1.058], [-1.491, 3.818, -1.903], [-1.838, 2.469, -2.373], [-2.055, 1.447, -1.523], [-1.758, 0.277, -2.098], [-1.437, 0.562, -3.417], [-1.467, 1.897, -3.583], [-1.220, 2.627, -4.808], [-1.454, 3.818, -4.806], [-0.803, 1.969, -5.727], [-2.598, 1.608, -0.151], [4.073, 4.507, -0.522], [2.472, 5.226, -0.557], [3.226, 4.647, -2.061], [2.249, 2.852, 0.277], [3.209, 2.269, -1.096], [0.224, 4.803, -1.043], [-0.350, 3.470, -0.030], [-1.382, 4.448, -2.777], [-2.306, 4.208, -1.296], [-1.193, -0.193, -4.140], [-3.511, 2.204, -0.190], [-1.895, 2.078, 0.535], [-2.851, 0.622, 0.235]],
  "orbital_gap_ev": 6.64,
  "energy_ev": -99445.04153,
  "homo_energy_ev": -14.3,
  "fmax_ev_per_a": 0.4,
  "charge": 2,
  "de_lowest_kcal_mol": 13.6
}

=====

No. 3
{
  "formula": "C18H16Br2ClF2IN2O",
  "method": "ωB97M-V with the def2-TZVPD basis set",
  "species": ["C", "C", "C", "F", "C", "C", "C", "C", "O", "I", "C", "C", "C", "F", "C", "C", "N", "C", "C", "Br", "C", "C", "Br", "C", "Cl", "N", "C", "H", "H", "H", "H", "H", "H", "H", "H", "H", "H", "H", "H", "H", "H", "H", "H"],
  "xyz": [[2.720, -3.736, 0.783], [1.634, -2.664, 0.957], [1.474, -1.754, -0.259], [2.716, -1.505, -0.853], [0.784, -0.460, 0.097], [1.431, 0.676, 0.489], [2.938, 0.692, 0.568], [3.579, 0.913, -0.784], [3.050, 1.338, -1.758], [5.703, 0.522, -0.795], [0.687, 1.838, 0.855], [1.328, 3.124, 1.316], [2.088, 3.904, 0.269], [2.178, 2.861, 2.405], [-0.675, 1.817, 0.814], [-1.363, 0.671, 0.402], [-2.722, 0.679, 0.358], [-3.328, -0.408, -0.010], [-4.807, -0.387, -0.107], [-5.682, -0.504, 1.544], [-5.403, -0.296, -1.286], [-4.676, -0.225, -2.594], [-7.288, -0.290, -1.421], [-2.570, -1.581, -0.319], [-3.392, -3.020, -0.793], [-1.285, -1.614, -0.305], [-0.631, -0.474, 0.054], [2.371, -4.693, 1.164], [3.622, -3.470, 1.327], [2.970, -3.867, -0.266], [0.666, -3.147, 1.093], [1.798, -2.071, 1.857], [0.867, -2.260, -1.006], [3.328, -0.244, 0.962], [3.298, 1.487, 1.216], [0.530, 3.761, 1.699], [2.524, 4.789, 0.728], [1.393, 4.234, -0.502], [2.880, 3.335, -0.211], [-1.255, 2.682, 1.108], [-4.304, -1.211, -2.883], [-3.828, 0.455, -2.534], [-5.351, 0.104, -3.376]],
  "orbital_gap_ev": 8.39,
  "energy_ev": -190096.68098,
  "homo_energy_ev": -9.4,
  "fmax_ev_per_a": 0.8,
  "de_lowest_kcal_mol": 0.0,
  "smiles": "CC[C@H](F)c1c(CC(=O)I)c([C@H](C)F)cc2nc(/C(Br)=C(\\C)Br)c(Cl)nc12"
}